--- P ---
Molecular formula: C4H13N2S
Method: DFT, ωB97M-V/def2-TZVPD

For the HOMO-LUMO gap, the calculation gives 10.05 eV. For the HOMO energy, the calculation gives -13.565 eV. The total charge is +1. Its LUMO energy is -3.513 eV.

Each line ends with the natural charge from an NBO analysis.
Positions of all 20 atoms, in Å:
C 2.457 -0.668 0.034  -0.459
C -1.258 -0.963 1.046  -0.395
C -0.902 1.394 0.555  -0.421
C -0.145 -0.167 -0.950  -0.140
N 1.535 0.444 -0.117  -0.552
N -1.223 0.122 0.070  -0.379
S -0.339 0.647 -2.422  0.130
H 2.917 -1.137 -0.869  0.215
H 3.160 -0.092 0.758  0.255
H 1.959 -1.424 0.707  0.199
H -0.313 -0.927 1.474  0.228
H -1.951 -0.679 1.763  0.233
H -1.510 -1.921 0.509  0.241
H -1.832 1.889 1.016  0.231
H -0.230 1.201 1.419  0.245
H -0.429 1.968 -0.161  0.244
H 0.020 -1.253 -1.022  0.222
H 1.859 0.982 -0.915  0.356
H -2.130 0.230 -0.433  0.435
H -1.646 0.354 -2.462  0.112

=====

--- Q ---
Molecular formula: C4H13N2S
Method: DFT, ωB97M-V/def2-TZVPD

For the HOMO-LUMO gap, the calculation gives 10.82 eV. For the HOMO energy, the calculation gives -13.949 eV. The total charge is +1. Its LUMO energy is -3.129 eV.

Each line ends with the natural charge from an NBO analysis.
Positions of all 20 atoms, in Å:
C 2.851 -0.324 -0.098  -0.641
C -1.646 1.111 -0.863  -0.718
C 1.441 0.250 0.129  -0.239
C -1.484 -0.054 0.070  0.247
N -1.562 0.165 1.443  -0.813
N 0.336 -0.619 -0.290  -0.640
S -2.343 -1.385 -0.718  0.088
H 2.746 -1.403 -0.589  0.223
H 3.488 0.308 -0.714  0.246
H 3.394 -0.408 0.890  0.246
H -1.317 0.990 -1.930  0.265
H -1.025 1.934 -0.363  0.227
H -2.705 1.562 -0.877  0.293
H 1.185 1.208 -0.252  0.214
H 1.235 0.288 1.245  0.194
H -1.157 -0.543 2.074  0.412
H -1.395 1.140 1.760  0.413
H 0.350 -1.559 0.104  0.415
H 0.397 -0.515 -1.298  0.408
H -2.787 -2.144 0.277  0.158

=====

Quick one: most stable of them? Q

=====

--- P ---
Molecular formula: C4H13N2S
Method: DFT, ωB97M-V/def2-TZVPD

For the HOMO-LUMO gap, the calculation gives 9.78 eV. For the HOMO energy, the calculation gives -13.055 eV. The total charge is +1. Its LUMO energy is -3.273 eV.

Each line ends with the natural charge from an NBO analysis.
Positions of all 20 atoms, in Å:
C 2.273 -1.395 0.899  -0.620
C 1.827 -0.088 1.539  -0.500
S 1.508 1.123 0.214  -0.043
H 3.078 -1.225 0.184  0.224
H 1.479 -1.853 0.301  0.190
H 2.590 -2.103 1.659  0.241
H 0.909 -0.227 2.109  0.207
H 2.603 0.270 2.210  0.236
H 1.104 2.111 1.003  0.145
C -2.390 0.722 0.709  -0.414
N -1.537 0.035 -0.274  -0.520
C -2.056 -0.542 -1.310  0.397
N -1.351 -1.015 -2.331  -0.722
H -2.304 1.802 0.607  0.230
H -2.082 0.422 1.707  0.230
H -3.424 0.438 0.538  0.222
H -0.518 0.216 -0.194  0.427
H -3.126 -0.704 -1.326  0.221
H -0.349 -1.034 -2.262  0.417
H -1.757 -1.735 -2.915  0.432

=====

--- Q ---
Molecular formula: C4H13N2S
Method: DFT, ωB97M-V/def2-TZVPD

For the HOMO-LUMO gap, the calculation gives 8.01 eV. For the HOMO energy, the calculation gives -11.462 eV. The total charge is +1. Its LUMO energy is -3.451 eV.

Each line ends with the natural charge from an NBO analysis.
Positions of all 20 atoms, in Å:
C 2.917 -0.432 0.318  -0.227
C -1.434 0.053 1.672  -0.426
C -1.772 0.137 -0.622  -0.412
C 0.528 0.132 0.185  -0.055
N 1.603 -0.628 0.258  -0.390
N -0.805 -0.340 0.409  -0.372
S 0.680 1.915 0.120  0.010
H 0.606 -0.058 -3.275  0.060
H 3.414 0.478 0.484  0.224
H 3.510 -1.300 0.265  0.208
H -0.790 -0.025 2.593  0.254
H -1.788 1.134 1.531  0.242
H -2.265 -0.589 1.776  0.223
H -2.118 1.100 -0.348  0.238
H -1.441 0.200 -1.608  0.246
H -2.699 -0.500 -0.547  0.231
H 0.196 -0.122 -2.621  -0.065
H 1.354 -1.571 0.084  0.411
H -0.872 -1.407 0.471  0.445
H 1.175 1.821 -1.145  0.155

=====

Quick one: most stable of them? P